(1)
{"formula": "C33H39N3O6", "method": "the ωB97M-V functional and the def2-TZVPD basis", "elements": ["C", "C", "O", "C", "C", "C", "C", "O", "C", "O", "O", "C", "C", "O", "H", "H", "H", "H", "H", "H", "H", "H", "H", "H", "H", "H", "H", "C", "N", "C", "O", "C", "C", "C", "C", "N", "C", "C", "C", "C", "C", "C", "N", "C", "C", "C", "C", "C", "C", "C", "C", "C", "C", "C", "C", "H", "H", "H", "H", "H", "H", "H", "H", "H", "H", "H", "H", "H", "H", "H", "H", "H", "H", "H", "H", "H", "H", "H", "H", "H", "H"], "positions_angstrom": [[-3.1518, 2.4612, 5.7665], [-3.3518, 2.4227, 4.2820], [-2.0976, 2.9541, 3.7487], [-1.5718, 2.3567, 2.6681], [-0.3955, 3.1008, 2.1742], [0.5431, 3.7571, 3.0517], [1.7662, 4.4027, 2.4477], [0.4075, 3.7500, 4.2933], [-0.5351, 3.4352, 0.7573], [0.3886, 3.4188, -0.0592], [-1.8033, 3.7763, 0.4129], [-1.8538, 4.4052, -0.8842], [-3.2911, 4.5643, -1.2853], [-1.9819, 1.3176, 2.1557], [-4.0906, 2.3004, 6.2887], [-2.4473, 1.6805, 6.0734], [-2.7483, 3.4334, 6.0582], [-3.5261, 1.4133, 3.8867], [-4.1441, 3.1070, 3.9507], [1.6889, 4.5432, 1.3656], [1.9128, 5.3643, 2.9558], [2.6501, 3.7810, 2.6654], [-1.3562, 5.3877, -0.8349], [-1.3242, 3.7730, -1.6081], [-3.3288, 5.0579, -2.2599], [-3.7921, 3.5969, -1.3891], [-3.8454, 5.1864, -0.5778], [1.0218, -5.3802, -1.8535], [1.1826, -3.9503, -1.7090], [1.3599, -3.1228, -2.7816], [1.3442, -3.4805, -3.9597], [1.5836, -1.7178, -2.2059], [0.8498, -0.5822, -2.9435], [1.1621, -0.5260, -4.3987], [2.3631, -0.2040, -5.0175], [2.2332, -0.4073, -6.3778], [0.9429, -0.8326, -6.6696], [0.3861, -1.2746, -7.8642], [-0.9186, -1.7979, -7.8228], [-1.6226, -1.8842, -6.6054], [-1.0439, -1.4608, -5.4024], [0.2373, -0.9149, -5.4344], [1.1678, -1.8783, -0.8126], [1.0016, -0.8361, 0.0222], [0.7643, -0.9540, 1.3901], [0.6661, 0.1247, 2.2626], [0.6555, -0.0525, 3.6986], [1.2061, 0.9338, 4.5563], [1.1874, 0.8068, 5.9375], [0.7735, -0.3992, 6.5165], [0.3296, -1.4377, 5.6877], [0.2189, -1.2581, 4.3114], [1.0098, -3.2936, -0.4212], [-0.3893, -3.6009, 0.1361], [2.0856, -3.8076, 0.5496], [1.2060, -5.6625, -2.8931], [1.7316, -5.8946, -1.1938], [0.0075, -5.6822, -1.5597], [2.6783, -1.5308, -2.2603], [-0.2399, -0.7107, -2.8103], [1.1523, 0.3663, -2.4650], [3.2948, 0.1134, -4.5646], [2.9644, -0.2737, -7.0662], [0.9605, -1.1955, -8.7881], [-1.3934, -2.1501, -8.7420], [-2.6351, -2.2977, -6.6039], [-1.5468, -1.5677, -4.4401], [1.1044, 0.1607, -0.4109], [0.7272, -1.9575, 1.8177], [0.7642, 1.1355, 1.8547], [1.6839, 1.8055, 4.1114], [1.5256, 1.6504, 6.5469], [0.8181, -0.5171, 7.6034], [0.0625, -2.3968, 6.1287], [-0.1961, -2.0453, 3.6797], [-1.1547, -3.4431, -0.6348], [-0.4124, -4.6499, 0.4503], [-0.6275, -2.9762, 0.9967], [3.0280, -3.9633, 0.0109], [2.2716, -3.1129, 1.3692], [1.7462, -4.7629, 0.9704]], "atomic_forces_ev_per_a": [[-0.06, -0.18, 0.44], [0.85, 0.23, -0.43], [-1.28, -0.89, -0.34], [0.65, 0.63, 0.23], [-0.35, 0.17, -0.15], [-1.08, -0.64, 0.13], [0.23, 0.44, -0.03], [0.62, 0.07, -0.56], [1.51, -0.82, 0.42], [-0.72, 0.35, 0.06], [0.48, 0.44, -0.68], [-0.06, -0.27, -0.15], [-0.39, 0.09, -0.16], [-0.09, 0.46, 0.42], [-0.16, -0.05, 0.14], [-0.05, 0.18, -0.02], [-0.03, -0.12, 0.00], [0.01, 0.34, 0.09], [0.13, -0.23, 0.03], [0.10, -0.05, 0.30], [0.06, -0.19, -0.11], [-0.24, 0.12, -0.06], [-0.02, -0.39, 0.04], [-0.02, 0.26, 0.19], [-0.02, 0.00, 0.03], [0.07, 0.11, 0.13], [0.04, -0.13, -0.01], [-0.14, -0.18, 0.33], [-0.07, 0.22, -0.58], [-0.35, -0.69, -1.05], [0.29, 0.71, 1.83], [0.32, 0.04, -0.82], [0.03, 0.28, 0.47], [0.77, 0.22, -0.78], [-1.31, -0.51, 0.36], [-0.11, 0.15, -0.22], [0.08, -0.22, 0.82], [-0.65, -0.09, -0.18], [0.65, 0.36, 0.09], [0.10, 0.12, 0.46], [-0.28, -0.09, -0.57], [0.89, -0.16, -0.43], [-0.09, 1.33, 1.14], [0.19, -0.77, -0.64], [-0.37, -0.11, 1.03], [0.90, -0.71, -0.82], [0.14, -0.31, 1.14], [-0.19, 0.18, -0.87], [0.11, -0.37, 0.20], [0.12, 0.46, -0.36], [-0.13, -0.06, -0.15], [0.23, 0.34, -0.10], [-0.08, -0.68, 0.12], [-0.15, 0.09, -0.23], [0.24, 0.11, -0.04], [-0.04, 0.19, 0.22], [-0.09, 0.00, -0.21], [0.20, -0.02, -0.22], [-0.50, -0.06, 0.07], [0.44, 0.12, 0.07], [-0.32, -0.28, -0.15], [-0.12, -0.01, -0.23], [-0.32, -0.01, 0.35], [-0.27, -0.16, 0.13], [0.20, 0.15, 0.31], [0.39, 0.11, 0.01], [-0.10, -0.02, -0.36], [-0.03, -0.22, 0.04], [0.05, 0.57, -0.12], [-0.17, 0.00, 0.25], [-0.45, -0.08, 0.21], [-0.07, -0.41, -0.23], [-0.09, -0.06, -0.43], [-0.08, 0.23, -0.11], [0.03, 0.14, 0.33], [0.18, 0.02, 0.18], [-0.09, 0.24, -0.05], [-0.08, -0.20, -0.15], [-0.17, 0.05, 0.14], [-0.03, -0.13, -0.05], [0.24, 0.25, -0.08]], "mulliken_charge": [-1.1190, -0.2589, -0.2620, 0.5779, 0.9242, 0.8012, -1.3698, -0.7136, -0.1332, -0.7078, -0.2265, -0.1464, -1.2668, -0.7648, 0.4157, 0.2227, 0.2887, 0.3232, 0.2653, 0.3456, 0.3927, 0.1917, 0.2645, 0.2667, 0.3911, 0.3006, 0.3220, -0.9769, 0.3246, 0.2959, -0.6978, 0.5085, -0.5362, 0.2501, -0.6892, -0.0235, -0.4958, -0.8195, -0.4742, -0.8243, -0.2580, 0.7686, 0.6722, 0.3651, -0.6636, -0.2796, 0.4391, -0.3181, -0.5017, -0.4293, -0.6653, -0.7155, -0.0199, -1.5127, -1.4945, 0.3573, 0.2980, 0.3113, 0.0924, 0.4469, 0.4481, 0.4347, 0.1932, 0.3686, 0.3642, 0.3655, 0.3483, 0.6303, 0.1899, 0.2428, 0.2046, 0.4179, 0.3758, 0.4065, 0.5414, 0.3636, 0.4892, 0.3995, 0.4186, 0.2845, 0.4534], "de_lowest_kj_mol": 0.0, "lumo_ev": -1.8, "gap_ev": 4.780, "total_charge": 0, "multiplicity": 1}

***

(2)
{"formula": "C33H39NO7", "method": "the ωB97M-V functional and the def2-TZVPD basis", "elements": ["C", "H", "H", "H", "C", "N", "C", "H", "H", "C", "H", "H", "C", "C", "C", "C", "C", "C", "C", "H", "O", "C", "H", "H", "H", "O", "C", "H", "H", "H", "O", "C", "H", "H", "H", "H", "C", "C", "C", "C", "C", "C", "O", "C", "H", "H", "H", "H", "O", "C", "H", "H", "H", "C", "C", "C", "O", "O", "H", "C", "C", "C", "C", "C", "C", "H", "H", "H", "H", "H", "H", "C", "C", "H", "H", "H", "H", "H", "H", "H"], "positions_angstrom": [[-3.3657, -5.6959, -1.6504], [-2.6776, -6.6001, -1.9368], [-4.0226, -5.8528, -1.0312], [-3.8517, -5.4160, -2.6792], [-2.4794, -4.7544, -1.3882], [-3.2831, -3.4111, -1.0523], [-2.5143, -2.2797, -1.2241], [-2.1011, -2.2191, -2.5485], [-3.1297, -1.2549, -1.4319], [-1.1698, -1.9698, -0.4853], [-0.5183, -2.4984, -0.6406], [-1.6107, -1.8948, 0.4650], [-0.5513, -0.7421, -0.8719], [-1.4270, 0.7221, -0.4073], [-2.4481, 0.6143, 0.3843], [-3.2757, 1.7368, 0.9023], [-2.9214, 2.7885, 0.1278], [-1.9606, 2.9058, -0.8034], [-1.0911, 1.9191, -1.2058], [-0.4448, 1.8614, -1.7673], [-1.7481, 4.1489, -1.6034], [-0.7733, 4.3292, -2.2942], [-0.8284, 3.6831, -3.2462], [-0.7144, 5.3175, -2.6204], [0.3099, 4.1719, -2.2357], [-3.5832, 4.1301, 0.3463], [-4.4092, 4.4626, -0.7133], [-5.0829, 4.0679, -1.1465], [-3.8582, 4.9741, -1.4049], [-4.9439, 5.4408, -0.2138], [-4.1246, 1.6799, 1.7038], [-5.1194, 2.5311, 1.9516], [-5.7078, 2.8237, 1.2498], [-4.6391, 3.3489, 2.4059], [-5.7186, 2.0533, 2.8826], [-2.6224, -0.0448, 1.1285], [0.7717, -0.3711, -0.2056], [1.8968, -0.0496, -0.4914], [3.1390, 0.1403, -0.1321], [3.1062, 0.1750, 1.3572], [2.1561, -0.2945, 2.1489], [0.7102, -0.3687, 1.5983], [-0.3822, -0.7540, 2.0739], [-0.3444, -0.7588, 3.4749], [-1.4371, -0.7148, 3.6688], [0.1791, 0.3079, 3.7756], [0.4136, -1.4960, 3.9548], [2.2593, -0.3955, 3.1015], [4.4534, 0.3933, 1.7233], [4.4232, 0.3474, 3.2772], [5.6280, 0.5534, 3.3738], [3.9518, 1.0864, 3.6501], [4.5004, -0.6417, 3.5418], [4.3537, 0.2588, -0.9069], [4.1983, 0.4748, -2.2145], [2.8131, 0.5598, -2.7164], [2.4759, 0.6175, -4.1517], [1.6680, 0.0899, -2.0403], [4.9292, 0.8370, -2.9824], [5.8162, 0.3238, -0.2007], [6.2842, -0.9116, -0.0806], [7.5823, -0.8729, 0.5286], [8.3562, 0.2892, 0.3117], [7.6166, 1.4220, -0.0217], [6.4786, 1.3679, -0.5319], [6.0708, 2.3158, -0.9279], [8.3759, 2.2476, -0.1249], [9.3894, 0.3844, 0.8433], [7.8184, -1.8617, 0.8927], [5.6673, -1.6680, 0.4548], [-0.2923, -0.3975, -1.7141], [-3.9405, -3.2572, 0.2153], [-5.2139, -2.2305, -0.0133], [-5.6742, -2.1301, -1.0783], [-5.7516, -2.4939, 0.8246], [-4.6538, -1.1806, -0.0522], [-3.4527, -2.9272, 0.9473], [-4.4262, -4.2053, 0.2417], [-1.4970, -4.3523, -2.1554], [-2.0095, -4.9357, -0.1831]], "atomic_forces_ev_per_a": [[3.42, -4.94, -12.35], [-1.84, 0.75, 0.76], [-6.68, -1.98, 6.61], [0.39, -0.66, 1.69], [7.19, 9.59, 6.10], [2.07, -0.70, -0.98], [2.40, 4.49, -7.86], [-1.03, -0.58, 3.32], [1.15, -2.43, 1.36], [-13.84, 8.33, 1.46], [11.52, -11.74, -2.09], [0.85, -0.16, 2.01], [-0.91, 6.21, 7.52], [3.97, -1.59, -5.03], [-3.57, 2.84, 3.81], [9.64, 0.35, -10.89], [-3.07, 5.82, 1.18], [4.86, 1.52, -5.30], [-13.51, -2.12, 13.40], [11.61, -0.26, -10.43], [-9.49, -2.78, 10.20], [8.18, -0.84, -9.53], [-0.20, 0.72, 0.11], [-0.45, 2.04, -0.81], [0.37, -0.74, 2.49], [0.85, -4.11, 0.47], [5.82, 10.67, 7.55], [-8.70, -7.33, -4.71], [1.71, 0.94, -2.25], [0.60, -2.02, -1.18], [-5.58, -4.96, 6.79], [0.23, -0.77, 8.62], [-3.56, 1.35, -4.93], [0.01, 1.74, 0.46], [0.93, 0.91, -2.43], [-0.07, -3.85, 1.41], [-11.10, -3.88, 12.13], [4.48, 2.07, -10.51], [2.54, 0.69, 6.36], [6.13, -0.22, -5.99], [-7.83, 0.47, -4.08], [7.31, -0.40, -7.69], [-0.64, -0.65, 1.35], [1.09, 2.71, 2.28], [1.04, -0.63, 1.14], [-1.64, -2.34, -0.35], [-1.99, 0.53, -0.96], [0.78, -0.52, 5.71], [-3.67, -0.12, 4.71], [10.10, -2.24, -6.08], [-2.81, 0.14, 0.33], [-3.86, 4.57, 2.81], [-1.35, -2.20, 1.08], [0.65, 1.31, 1.77], [-1.13, 1.57, -1.73], [-4.47, -2.87, -8.65], [2.73, 0.53, 8.57], [5.02, 1.76, 0.00], [-0.49, -0.86, 1.05], [-9.33, -4.02, -5.50], [2.32, -1.70, 5.82], [0.10, -0.61, -2.72], [0.54, -1.86, 4.06], [12.08, 1.48, 1.11], [-4.13, 6.66, -2.42], [-0.35, -0.86, 0.12], [-1.53, -0.01, 0.06], [-1.89, -0.14, -1.39], [1.22, 0.22, 0.36], [-0.04, 0.10, -1.56], [0.64, 0.81, -7.66], [-7.20, -2.35, -8.43], [4.60, 2.12, -3.02], [0.44, -1.37, 2.06], [-2.14, 0.49, 1.51], [-1.62, -1.78, 1.11], [4.26, 2.19, 6.27], [-0.35, -0.89, 1.62], [-3.35, -1.71, 2.20], [-0.41, 0.05, -3.44]], "mulliken_charge": [-1.3610, 0.3115, 0.5971, 0.2731, -0.1071, 0.3436, -2.2569, 0.2163, 0.3388, -2.6048, 3.0803, -0.1078, -1.0316, 0.4363, -0.5894, -1.0066, 0.5822, 0.3695, -3.0344, 2.6975, -0.4293, -0.8769, 0.3055, 0.3585, 0.3416, -0.4940, -1.4100, 0.6397, 0.4974, 0.2550, -0.3265, -1.1797, 0.4608, 0.4946, 0.2046, 1.1864, -0.2573, 0.0528, 0.7424, -0.3036, -1.1223, 0.1731, -0.2682, -0.9562, 0.3402, 0.3885, 0.2690, 1.1721, -0.2387, -1.5901, 0.2697, 0.6299, 0.5393, 0.2460, -0.5761, -0.0163, -0.7087, -0.3599, 0.4308, 0.9961, -0.2426, -0.4317, -0.6980, -0.4935, -0.4014, 0.3307, 0.3069, 0.2651, 0.4118, 0.3096, 2.9492, -0.6168, -0.8351, 0.2946, 0.4716, -0.0637, 0.6202, 0.4125, 0.2514, 0.1323], "lumo_ev": -0.4, "gap_ev": 6.996, "total_charge": 0, "multiplicity": 1}